(1)
{
  "formula": "CH4NO2PS",
  "method": "ωB97M-V/def2-TZVPD",
  "symbols": ["C", "N", "O", "O", "P", "S", "H", "H", "H", "H"],
  "coordinates": [[1.47962, -0.21457, -0.84752], [-1.19355, 0.70543, -0.20022], [2.10867, 0.79234, -0.79668], [0.48093, 0.05299, 1.62919], [-0.09993, -0.50428, 0.15600], [-0.93928, -2.27337, 0.30942], [1.55276, -1.11703, -1.62554], [-1.83140, 0.51211, -0.87352], [-1.27077, 1.75603, 0.05757], [-0.28706, 0.29034, 2.19129]],
  "forces_ev_per_angstrom": [[-1.1, -1.8, -1.5], [1.6, 2.9, 2.2], [0.1, -0.4, 0.0], [-0.9, -0.1, -1.3], [-0.4, 0.6, 3.4], [0.9, 1.2, -0.9], [0.7, 1.6, 1.1], [-2.4, -1.0, -2.3], [1.0, -2.7, -0.4], [0.6, -0.3, -0.3]],
  "homo_energy_ev": -9.29,
  "mol_weight_g_mol": 125.09,
  "smiles": "N[P@@](O)(=S)C=O",
  "spin_multiplicity": 1
}

---

(2)
{
  "formula": "C23H21ClN2O3",
  "method": "ωB97M-V/def2-TZVPD",
  "symbols": ["C", "H", "O", "C", "C", "C", "C", "C", "C", "H", "C", "O", "N", "C", "C", "C", "C", "C", "C", "Cl", "H", "H", "C", "O", "N", "H", "C", "H", "H", "C", "C", "C", "C", "C", "C", "C", "H", "H", "H", "H", "H", "H", "H", "H", "H", "H", "H", "H", "H", "H"],
  "coordinates": [[6.84386, 1.29751, 0.27753], [7.84687, 1.71857, 0.23308], [7.00032, -0.08084, 0.03936], [5.89811, -0.87639, 0.04287], [6.12947, -2.23533, -0.18834], [5.08167, -3.13172, -0.18600], [3.78743, -2.69263, 0.03698], [3.54355, -1.34091, 0.24209], [4.59935, -0.43050, 0.25328], [4.40854, 0.61027, 0.46647], [2.13472, -0.91586, 0.48176], [1.32013, -1.62639, 1.02726], [1.85928, 0.33905, -0.00218], [0.66478, 1.04010, 0.04882], [-0.39968, 0.67502, 0.86836], [-1.57783, 1.40747, 0.86948], [-1.70369, 2.53387, 0.06430], [-0.64360, 2.92976, -0.73187], [0.52182, 2.18773, -0.74094], [1.84108, 2.70433, -1.75115], [-0.71947, 3.81368, -1.34616], [-2.60922, 3.12065, 0.07956], [-2.68335, 0.96631, 1.77882], [-2.49476, 0.61438, 2.92323], [-3.91425, 1.02586, 1.20796], [-3.97010, 1.13937, 0.20738], [-5.06581, 0.43728, 1.85173], [-4.93804, 0.57311, 2.92744], [-5.95895, 0.97075, 1.51691], [-5.18916, -1.06434, 1.53318], [-5.24263, -1.28008, 0.04832], [-6.45176, -1.22824, -0.63411], [-6.49165, -1.36928, -2.00995], [-5.31961, -1.55633, -2.72328], [-4.10914, -1.60700, -2.05312], [-4.07137, -1.47024, -0.67651], [-3.12401, -1.51858, -0.15756], [-3.19106, -1.75625, -2.60252], [-5.35033, -1.66638, -3.79721], [-7.43939, -1.33334, -2.52723], [-7.36906, -1.08226, -0.08103], [-4.32334, -1.57542, 1.95648], [-6.09143, -1.44872, 2.01038], [-0.30842, -0.19066, 1.50417], [2.56902, 0.78068, -0.57466], [2.95661, -3.38022, 0.05259], [5.27421, -4.18020, -0.35503], [7.14505, -2.55738, -0.35491], [6.41618, 1.48960, 1.26678], [6.22084, 1.77080, -0.48865]],
  "forces_ev_per_angstrom": [[0.0, 0.2, 0.0], [-0.1, 0.0, 0.0], [0.0, -0.3, 0.0], [0.0, -0.2, -0.1], [0.1, 0.2, 0.0], [0.1, 0.1, 0.0], [-0.3, 0.2, 0.0], [0.3, -0.4, 0.0], [0.1, 0.1, 0.0], [0.0, 0.1, 0.0], [0.0, 0.1, -0.1], [-0.1, -0.1, 0.0], [0.4, 0.3, -0.2], [-0.4, 0.1, 0.0], [-0.1, -0.1, 0.1], [0.3, 0.1, -0.1], [0.0, -0.1, 0.1], [0.0, -0.1, 0.0], [-0.1, 0.0, 0.1], [0.0, 0.0, 0.0], [0.0, 0.1, -0.1], [-0.1, 0.1, 0.0], [-0.1, 0.3, -0.3], [0.1, -0.3, 0.3], [-0.2, 0.1, -0.2], [0.1, 0.0, 0.1], [0.0, -0.2, 0.3], [-0.1, 0.0, -0.1], [0.0, 0.0, 0.1], [0.0, 0.3, 0.0], [0.0, -0.1, 0.1], [0.0, 0.0, 0.0], [-0.1, 0.0, -0.1], [0.0, 0.0, -0.1], [0.1, 0.0, -0.1], [0.0, 0.0, 0.0], [0.1, 0.0, 0.1], [0.1, 0.0, 0.0], [0.0, 0.0, -0.1], [-0.1, 0.0, 0.0], [-0.1, 0.0, 0.1], [0.0, 0.0, 0.1], [0.0, -0.1, 0.0], [0.0, 0.0, 0.0], [-0.1, -0.2, 0.1], [-0.1, -0.1, 0.0], [0.0, -0.1, 0.0], [0.1, 0.0, 0.0], [0.0, 0.0, 0.0], [0.0, 0.0, 0.0]],
  "homo_energy_ev": -8.77,
  "mol_weight_g_mol": 408.88,
  "smiles": "COc1cccc(C(=O)Nc2cc(C(=O)NCCc3ccccc3)ccc2Cl)c1",
  "spin_multiplicity": 1
}